173
Properties=species:S:1:pos:R:3:mulliken_charge:R:1 method="wB97M-V/def2-TZVPD" e_tot_ev=-168871.117 gap_ev=9.6045 max_force_ev_per_a=5.1
C 14.20064 -9.74765 7.92318 -1.406
C 14.84355 -10.80812 7.09741 0.522
C 14.92179 -12.22297 7.75127 -0.423
O 14.17523 -12.99520 6.83788 -0.329
C 13.90058 -12.26578 5.71216 0.632
O 13.49804 -12.70278 4.63494 -0.566
O 14.13560 -10.98025 5.89411 -0.310
H 14.14932 -8.79596 7.39429 0.340
H 14.61148 -9.68951 8.93112 0.377
H 13.14647 -9.98225 8.07072 0.369
H 15.91334 -10.63197 6.98507 0.215
H 14.57360 -12.22006 8.78415 0.292
H 15.97802 -12.49219 7.75631 0.287
C 8.52705 0.69932 2.85628 -1.300
C 8.53078 2.11548 2.19375 0.487
C 9.82223 2.61123 1.51039 -0.369
O 9.41990 2.85372 0.15999 -0.343
C 8.08421 2.70447 0.03361 0.665
O 7.40968 3.10375 -0.89222 -0.529
O 7.61807 2.33060 1.25014 -0.366
H 9.19231 0.64835 3.71822 0.356
H 8.87300 -0.05346 2.14795 0.336
H 7.51008 0.45576 3.16377 0.340
H 8.41159 2.86482 2.97629 0.212
H 10.69004 1.95543 1.44004 0.259
H 10.22105 3.47534 2.04178 0.251
C 24.91789 -15.37765 6.85673 -1.323
C 24.41510 -14.65902 5.57793 0.384
C 22.90416 -14.91124 5.27464 -0.429
O 22.49246 -13.60688 4.99004 -0.348
C 23.38777 -12.65272 5.35444 0.683
O 23.24038 -11.45127 5.39890 -0.549
O 24.46419 -13.29145 5.86025 -0.345
H 25.99169 -15.50797 6.72235 0.335
H 24.46726 -16.36833 6.91675 0.359
H 24.82648 -14.89706 7.83077 0.343
H 24.98260 -14.93694 4.68978 0.295
H 22.21278 -15.24511 6.04835 0.301
H 22.90286 -15.57588 4.41072 0.294
C 19.60991 -3.54420 7.25487 -1.341
C 18.67126 -2.37050 7.54060 0.373
C 19.42976 -1.04879 7.71240 -0.460
O 18.39864 -0.14277 7.33500 -0.320
C 17.58748 -0.71522 6.41437 0.679
O 16.80286 -0.14143 5.69002 -0.563
O 17.84120 -2.05800 6.41314 -0.354
H 20.32081 -3.37179 6.44679 0.339
H 18.94853 -4.34319 6.91981 0.347
H 20.11733 -3.83339 8.17519 0.378
H 17.96510 -2.57838 8.34448 0.290
H 20.27321 -0.91363 7.03534 0.322
H 19.64240 -0.94459 8.77636 0.309
C 12.48086 2.18090 10.55051 -1.344
C 13.44715 3.12674 11.28977 0.560
C 14.01796 4.21942 10.46151 -0.472
O 13.87146 5.35373 11.17439 -0.311
C 12.95239 5.16461 12.12590 0.658
O 12.53113 6.03636 12.92528 -0.580
O 12.68249 3.84942 12.19732 -0.337
H 11.84601 2.80109 9.91773 0.356
H 11.91177 1.56188 11.24410 0.321
H 13.00546 1.42964 9.96016 0.370
H 14.26869 2.48505 11.60821 0.215
H 13.53662 4.22313 9.48355 0.245
H 15.07346 4.08111 10.22721 0.320
C 28.05215 -4.14412 4.16467 -1.541
C 28.08741 -4.42109 2.68080 0.499
C 27.88914 -3.11687 1.89711 -0.384
O 29.02621 -3.06633 0.98937 -0.314
C 29.71859 -4.19453 1.18432 0.685
O 30.67178 -4.56448 0.47444 -0.580
O 29.35187 -4.81980 2.29985 -0.327
H 28.29212 -5.00824 4.78420 0.356
H 27.11794 -3.91466 4.67724 0.402
H 28.73135 -3.35705 4.49227 0.357
H 27.32037 -5.16588 2.46860 0.239
H 27.93121 -2.24564 2.55079 0.322
H 26.88772 -3.33348 1.52519 0.288
C 13.73854 -5.81025 1.72035 -0.916
C 12.37022 -6.43891 1.44468 0.697
O 11.49404 -6.54122 2.29232 -0.557
C 12.14247 -6.99133 0.08592 -1.041
H 13.66040 -4.73042 1.84677 0.279
H 14.22941 -5.87368 0.74920 0.282
H 14.40926 -6.34416 2.39352 0.290
H 11.05852 -7.10567 0.07659 0.327
H 12.51135 -8.01548 0.03013 0.277
H 12.53342 -6.43122 -0.76351 0.362
C 19.33094 4.54595 14.83455 -0.958
C 19.85960 5.39538 13.65749 0.717
O 20.14590 4.89437 12.54241 -0.583
C 20.08058 6.87410 13.99520 -1.012
H 19.03419 3.56772 14.45626 0.284
H 18.46339 5.03848 15.27374 0.342
H 20.25849 4.35140 15.37298 0.277
H 21.09737 6.93979 14.38237 0.281
H 19.43081 7.34727 14.73141 0.334
H 20.08882 7.45036 13.07002 0.319
C 15.34439 -4.10180 17.78354 -0.597
C 14.65973 -4.69031 16.53509 -0.557
C 15.79585 -5.18341 15.62558 -0.667
S 17.23227 -4.01662 15.91109 1.082
O 17.47651 -3.05792 14.86286 -0.640
O 18.33982 -4.81626 16.42165 -0.639
C 16.46918 -3.11685 17.30774 -0.726
H 15.71682 -4.91348 18.40851 0.309
H 14.75653 -3.55657 18.52196 0.350
H 14.26916 -3.84829 15.96363 0.288
H 13.93453 -5.48640 16.70370 0.312
H 15.59759 -5.16251 14.55398 0.375
H 16.09470 -6.20256 15.87078 0.360
H 16.02198 -2.25777 16.80764 0.344
H 17.24035 -2.81098 18.01473 0.406
C 26.47540 -1.98236 11.95374 -0.587
C 25.29732 -2.31499 12.86877 -0.622
C 25.76563 -3.06963 14.16909 -0.646
S 27.55367 -3.46916 13.99247 1.038
O 27.83647 -4.89310 14.13846 -0.629
O 28.38496 -2.45340 14.66917 -0.621
C 27.59371 -3.03233 12.20164 -0.739
H 26.81208 -0.95393 12.08449 0.314
H 26.05025 -1.95828 10.95036 0.339
H 24.71352 -3.06670 12.33752 0.247
H 24.57346 -1.50448 12.95358 0.388
H 25.23744 -4.01704 14.27649 0.344
H 25.63688 -2.64221 15.16350 0.404
H 27.33863 -3.94760 11.66752 0.327
H 28.62108 -2.81638 11.90840 0.443
C 17.58090 0.42212 -1.50714 -0.644
C 17.48319 1.98272 -1.23762 -0.550
C 18.84726 2.50991 -1.35832 -0.690
S 19.98811 1.22375 -0.48917 1.023
O 20.21551 1.54976 0.93780 -0.615
O 21.09676 0.83791 -1.33484 -0.624
C 18.71718 -0.10889 -0.64528 -0.604
H 17.62825 0.13968 -2.55885 0.317
H 16.67301 -0.07549 -1.16622 0.307
H 17.13273 2.15916 -0.22069 0.296
H 16.78993 2.47762 -1.91773 0.325
H 19.10941 3.49155 -0.96364 0.426
H 19.05438 2.52061 -2.42841 0.337
H 18.30955 -0.31974 0.34339 0.312
H 19.34279 -0.94683 -0.95280 0.384
C 26.32113 3.53759 6.23306 -0.607
C 26.75724 4.36947 5.02342 -0.591
C 27.62348 5.49590 5.65608 -0.667
S 27.12488 5.75066 7.42656 1.051
O 26.55811 7.06709 7.64712 -0.633
O 28.13953 5.25623 8.29879 -0.616
C 25.83966 4.42012 7.40921 -0.734
H 27.10231 2.84911 6.55531 0.320
H 25.51145 2.83901 6.02212 0.374
H 25.97841 4.88310 4.45975 0.272
H 27.21420 3.73150 4.26694 0.320
H 27.64619 6.44388 5.11856 0.424
H 28.66492 5.18244 5.58370 0.331
H 24.91364 4.89962 7.09197 0.322
H 25.69132 4.12097 8.44681 0.436
C 23.36988 -11.01890 14.90037 -0.609
C 24.27913 -10.99293 13.68835 -0.494
C 23.52134 -10.08136 12.67255 -0.756
S 21.76338 -10.69550 12.75888 1.087
O 21.57709 -11.85839 11.87196 -0.633
O 20.89383 -9.53989 12.73050 -0.629
C 21.98440 -11.36705 14.47650 -0.673
H 23.31510 -10.08318 15.45672 0.290
H 23.67780 -11.69742 15.69591 0.342
H 24.40702 -11.96265 13.20733 0.275
H 25.28723 -10.60943 13.84569 0.328
H 23.70186 -10.31960 11.62433 0.396
H 23.44538 -9.00489 12.82597 0.360
H 21.88973 -12.44551 14.34978 0.316
H 21.10170 -11.02337 15.01579 0.401